{"formula": "C20H15F3IN3O2RhS", "method": "ωB97M-V/def2-TZVPD", "homo_energy_ev": [-11.28, -11.28], "homo_lumo_gap_ev": [6.7, 6.7], "largest_force_ev_per_a": 0.3, "spin_multiplicity": 1, "charge": 1, "symbols": ["Rh", "C", "C", "N", "C", "C", "C", "O", "C", "C", "N", "C", "C", "C", "C", "C", "C", "I", "C", "O", "H", "H", "H", "H", "H", "H", "H", "H", "H", "H", "H", "H", "F", "C", "F", "F", "C", "C", "C", "C", "N", "C", "S", "H", "H", "H"], "coordinates": [[-1.5470, 0.1448, 0.4730], [-0.0350, -4.2399, 0.9520], [0.9651, -3.1263, 0.8703], [2.2164, -3.4301, 0.6249], [3.1625, -2.4714, 0.5685], [2.8951, -1.1463, 0.7801], [3.9824, -0.1048, 0.7657], [3.6403, 1.0314, -0.0261], [1.5479, -0.7828, 1.0049], [1.2073, 0.5718, 1.3292], [0.0308, 1.0776, 1.2283], [-0.2330, 2.3941, 1.7151], [0.6317, 3.4488, 1.4622], [0.3537, 4.6998, 1.9930], [-0.7829, 4.9033, 2.7615], [-1.6665, 3.8570, 3.0010], [-1.3785, 2.6167, 2.4694], [-2.6575, 0.9782, 2.7172], [0.5505, -1.7656, 1.0401], [-0.7194, -1.5058, 1.2347], [0.1107, -4.7954, 1.8798], [0.1235, -4.9359, 0.1299], [-1.0547, -3.8653, 0.9323], [4.1693, -2.8067, 0.3489], [4.9199, -0.5560, 0.4369], [4.1514, 0.2768, 1.7755], [3.8319, 0.8392, -0.9495], [1.9775, 1.2116, 1.7493], [1.5048, 3.2882, 0.8414], [1.0257, 5.5228, 1.7930], [-0.9969, 5.8819, 3.1681], [-2.5613, 4.0166, 3.5864], [-4.4028, -1.5519, -4.4002], [-3.9885, -0.4373, -3.7851], [-4.9076, -0.1071, -2.8734], [-3.9490, 0.5401, -4.7025], [-2.6228, -0.6488, -3.1745], [-1.7107, -1.4633, -3.8267], [-0.4489, -1.6869, -3.2869], [-0.1321, -1.0972, -2.0810], [-0.9889, -0.2641, -1.4833], [-2.2031, -0.0255, -2.0061], [-3.0990, 1.0307, -0.9099], [-1.9977, -1.9404, -4.7548], [0.2695, -2.3185, -3.7873], [0.8157, -1.2582, -1.5851]], "forces_ev_per_angstrom": [[0.1, -0.1, -0.1], [0.0, 0.0, 0.0], [0.0, 0.0, 0.0], [0.1, 0.0, 0.0], [0.0, 0.0, 0.0], [0.0, 0.0, 0.0], [0.0, 0.0, 0.0], [0.0, 0.0, 0.0], [0.0, 0.0, 0.0], [0.1, 0.0, 0.1], [0.0, 0.1, -0.2], [0.0, 0.1, 0.0], [0.0, 0.0, 0.0], [0.0, 0.0, 0.0], [0.0, 0.0, 0.0], [0.0, 0.0, 0.0], [0.0, 0.0, 0.0], [0.0, 0.0, 0.2], [-0.1, -0.1, 0.0], [0.1, 0.0, 0.1], [0.0, 0.0, 0.0], [0.0, 0.0, 0.0], [0.0, 0.0, 0.0], [0.0, 0.0, 0.0], [0.0, 0.0, 0.0], [0.0, 0.0, 0.0], [0.0, 0.0, 0.0], [0.0, 0.0, 0.0], [0.0, 0.0, 0.0], [0.0, 0.0, 0.0], [0.0, 0.0, 0.0], [0.0, 0.0, 0.0], [0.0, 0.0, 0.0], [0.0, 0.0, 0.0], [0.0, 0.0, 0.0], [0.0, 0.0, 0.0], [0.2, 0.0, -0.1], [0.0, -0.1, 0.0], [0.0, 0.1, 0.0], [0.1, 0.0, 0.0], [-0.2, -0.2, 0.2], [-0.2, 0.2, -0.1], [0.0, 0.0, 0.1], [0.0, 0.0, 0.0], [0.0, 0.0, 0.0], [0.0, 0.0, 0.0]], "mulliken_charge": [-0.07, -1.37, 0.93, -0.58, -1.17, 0.79, -1.05, -0.47, -0.09, -0.23, 0.32, 0.43, -0.25, -0.81, -0.56, -0.55, 0.16, 0.31, 0.88, -1.05, 0.30, 0.37, 0.34, 0.39, 0.44, 0.35, 0.31, 0.76, 0.58, 0.41, 0.40, 0.42, -0.25, 0.71, -0.23, -0.23, -0.25, -0.17, -1.09, -0.06, -0.27, 1.11, -0.32, 0.48, 0.46, 0.46]}